{
  "formula": "C29H35BeCl3N4O2P2",
  "method": "ωB97M-V/def2-TZVPD",
  "e_tot_ev": -97239.87428,
  "relative_energy_kj_mol": 201.06,
  "homo_ev": -8.52,
  "homo_lumo_gap_ha": 0.2977,
  "symbols": ["Be", "C", "C", "C", "C", "C", "C", "C", "C", "C", "H", "H", "H", "H", "H", "H", "H", "H", "H", "H", "H", "H", "H", "H", "H", "P", "P", "N", "N", "N", "N", "C", "C", "C", "C", "C", "C", "C", "C", "C", "C", "C", "C", "C", "C", "C", "C", "C", "C", "H", "H", "H", "H", "H", "H", "H", "H", "H", "H", "H", "H", "H", "H", "H", "H", "H", "H", "H", "H", "Cl", "C", "Cl", "Cl", "C", "O", "O"],
  "positions_angstrom": [[0.556, 1.832, -1.031], [4.800, -2.271, 2.593], [4.126, -2.607, 1.486], [2.671, -2.345, 1.267], [2.159, -1.062, 2.012], [1.253, -1.331, 3.188], [1.593, -2.128, 4.219], [2.959, -2.678, 4.476], [4.235, -1.897, 3.937], [0.694, 3.599, -1.362], [5.895, -2.303, 2.570], [4.619, -3.119, 0.649], [2.067, -3.227, 1.549], [2.507, -2.195, 0.177], [3.014, -0.442, 2.342], [1.610, -0.472, 1.261], [0.318, -0.745, 3.204], [0.846, -2.426, 4.970], [3.041, -3.732, 4.152], [3.076, -2.698, 5.576], [4.072, -0.806, 4.016], [5.041, -2.131, 4.665], [1.736, 3.932, -1.275], [0.104, 4.256, -0.694], [0.353, 3.769, -2.393], [-1.371, 2.186, -0.325], [-0.016, -0.922, -1.898], [-1.946, 2.185, 1.340], [-2.648, 3.261, -1.021], [-0.922, -2.228, -1.001], [-0.178, -1.793, -3.452], [-2.068, 0.584, -0.815], [-1.475, 0.172, -2.177], [-1.458, 2.974, 2.388], [-2.279, 2.791, 3.498], [-3.311, 1.871, 3.122], [-3.090, 1.525, 1.796], [-2.457, 4.451, -1.738], [-3.683, 4.861, -2.253], [-4.665, 3.898, -1.846], [-4.012, 2.941, -1.074], [-0.744, -2.377, 0.389], [-1.709, -3.240, 0.877], [-2.536, -3.630, -0.222], [-2.076, -2.950, -1.344], [-0.431, -3.138, -3.757], [-0.785, -3.247, -5.101], [-0.674, -1.937, -5.672], [-0.285, -1.076, -4.657], [-3.164, 0.600, -0.888], [-1.810, -0.149, -0.032], [-2.244, -0.328, -2.789], [-1.079, 1.028, -2.765], [-0.571, 3.574, 2.222], [-2.166, 3.268, 4.463], [-4.126, 1.508, 3.731], [-3.639, 0.856, 1.145], [-1.468, 4.883, -1.823], [-3.849, 5.755, -2.842], [-5.722, 3.903, -2.080], [-4.399, 2.053, -0.588], [0.063, -1.857, 0.892], [-1.794, -3.545, 1.912], [-3.365, -4.323, -0.195], [-2.452, -3.002, -2.358], [-0.363, -3.916, -3.011], [-1.101, -4.149, -5.612], [-0.857, -1.656, -6.702], [-0.095, -0.012, -4.666], [5.119, 2.842, 0.212], [4.227, 1.741, -0.851], [4.170, 2.436, -2.493], [4.960, 0.120, -0.913], [2.776, 1.544, -0.284], [2.521, 1.786, 0.892], [1.901, 1.107, -1.184]],
  "atomic_forces_ev_per_a": [[1.897, 2.983, -0.116], [0.182, -0.435, -0.569], [0.382, -0.147, 0.184], [-0.541, 0.262, 0.066], [0.018, -0.097, -0.385], [0.069, 0.005, 0.752], [-0.652, 0.547, -0.666], [1.209, -0.125, -0.101], [-0.354, 0.025, 0.851], [0.377, -0.480, -0.195], [-0.345, -0.366, -0.032], [0.192, 0.564, 0.328], [0.098, 0.323, -0.101], [0.140, -0.139, 0.573], [-0.451, -0.236, -0.506], [0.199, -0.003, 0.449], [0.188, -0.774, 0.008], [0.246, 0.516, -0.256], [-0.031, 0.274, 0.081], [-0.051, -0.054, -0.415], [0.010, -0.408, 0.112], [-0.469, 0.201, -0.355], [-0.114, 0.010, -0.229], [0.158, -0.140, -0.207], [0.108, 0.372, -0.012], [-4.816, -0.906, 2.022], [-1.984, -3.546, -0.294], [0.390, 0.089, 0.013], [1.269, -0.084, -0.330], [0.035, 0.747, 0.580], [0.322, 0.180, -1.175], [-0.580, -0.227, -0.228], [-0.145, 0.239, -0.180], [-0.706, -0.400, 0.414], [0.507, 0.021, -1.139], [0.546, 0.015, -1.230], [0.049, 0.279, 0.814], [-1.032, -0.080, -0.297], [0.921, -0.652, 0.632], [1.076, -0.567, 0.763], [-0.119, 0.594, -0.782], [-0.448, -0.496, -0.535], [0.593, 0.539, -0.359], [0.612, 0.975, -0.549], [0.071, -0.346, 0.755], [-0.222, 0.304, -0.747], [0.527, 0.752, 0.957], [0.241, 0.283, 0.901], [-0.357, -0.935, 0.063], [0.473, -0.105, -0.007], [-0.030, 0.234, -0.182], [0.498, 0.158, 0.127], [-0.464, -0.059, 0.109], [-0.154, -0.082, 0.196], [0.077, -0.073, -0.184], [0.147, 0.044, -0.055], [0.122, 0.137, 0.325], [-0.332, -0.047, -0.020], [0.054, -0.190, 0.107], [0.165, 0.002, 0.116], [0.013, 0.424, -0.131], [-0.195, -0.215, -0.113], [0.009, -0.006, -0.170], [0.067, 0.140, -0.056], [0.174, 0.129, 0.203], [-0.019, 0.252, -0.060], [0.224, 0.132, 0.177], [0.060, -0.033, 0.198], [-0.033, -0.084, -0.122], [-0.015, -0.388, -0.233], [-0.439, 0.015, 0.033], [0.022, -0.144, 0.320], [-0.011, 0.268, 0.115], [-0.783, 0.142, 0.753], [0.306, -0.188, -2.013], [0.851, 0.080, 1.240]]
}

{
  "formula": "C38H70O33",
  "method": "ωB97M-V/def2-TZVPD",
  "e_tot_ev": -108108.77649,
  "smiles": "C[C@H]1COC(=O)O1.C[C@H]1COC(=O)O1.CCOC(=O)OC.CCOC(=O)OC.CCOC(=O)OC.COC(=O)OC.COC(=O)OC.COC(=O)OC.COC(=O)OC.COC(=O)OC.O=C1OCCO1",
  "homo_ev": -10.25,
  "homo_lumo_gap_ha": 0.3847,
  "symbols": ["C", "C", "C", "O", "C", "O", "O", "H", "H", "H", "H", "H", "H", "C", "C", "C", "O", "C", "O", "O", "H", "H", "H", "H", "H", "H", "C", "C", "O", "C", "O", "O", "C", "H", "H", "H", "H", "H", "H", "H", "H", "C", "C", "O", "C", "O", "O", "C", "H", "H", "H", "H", "H", "H", "H", "H", "C", "C", "O", "C", "O", "O", "C", "H", "H", "H", "H", "H", "H", "H", "H", "C", "O", "C", "O", "O", "C", "H", "H", "H", "H", "H", "H", "C", "O", "C", "O", "O", "C", "H", "H", "H", "H", "H", "H", "C", "O", "C", "O", "O", "C", "H", "H", "H", "H", "H", "H", "C", "O", "C", "O", "O", "C", "H", "H", "H", "H", "H", "H", "C", "O", "C", "O", "O", "C", "H", "H", "H", "H", "H", "H", "O", "C", "O", "C", "C", "O", "H", "H", "H", "H"],
  "positions_angstrom": [[6.024, 10.458, -11.945], [6.598, 10.556, -13.321], [7.640, 9.490, -13.708], [6.992, 8.641, -14.624], [5.808, 9.157, -14.968], [5.081, 8.670, -15.784], [5.559, 10.268, -14.268], [5.360, 9.617, -11.745], [5.611, 11.359, -11.491], [6.858, 10.265, -11.260], [7.132, 11.497, -13.465], [7.966, 8.954, -12.813], [8.526, 9.963, -14.130], [9.356, 3.999, -14.903], [8.911, 5.349, -14.319], [9.517, 5.688, -12.945], [9.974, 7.008, -13.163], [9.998, 7.337, -14.436], [10.493, 8.341, -14.859], [9.389, 6.381, -15.167], [10.435, 3.920, -14.988], [8.845, 3.868, -15.861], [8.828, 3.226, -14.336], [7.823, 5.281, -14.230], [10.316, 4.983, -12.709], [8.789, 5.694, -12.141], [5.168, 14.330, -14.207], [6.241, 14.499, -15.251], [7.385, 13.759, -14.760], [8.475, 13.686, -15.511], [8.643, 14.225, -16.572], [9.303, 12.850, -14.874], [10.535, 12.553, -15.494], [4.194, 14.441, -14.687], [5.362, 15.036, -13.403], [5.158, 13.298, -13.859], [6.578, 15.529, -15.383], [5.948, 14.075, -16.213], [11.222, 12.130, -14.767], [11.009, 13.444, -15.914], [10.447, 11.879, -16.349], [2.653, 6.771, -9.007], [2.425, 8.260, -8.847], [3.692, 8.912, -9.020], [3.746, 10.228, -9.004], [2.839, 11.010, -8.887], [5.033, 10.584, -8.997], [5.462, 11.912, -8.682], [1.788, 6.181, -9.295], [3.145, 6.427, -8.096], [3.382, 6.567, -9.796], [2.006, 8.479, -7.865], [1.706, 8.654, -9.567], [4.924, 12.649, -9.279], [6.489, 11.834, -9.038], [5.387, 12.177, -7.630], [4.764, 6.427, -13.168], [3.510, 5.613, -12.956], [2.428, 6.175, -13.670], [1.291, 6.368, -12.992], [1.173, 6.478, -11.806], [0.293, 6.481, -13.852], [-0.892, 7.098, -13.419], [5.041, 6.550, -14.211], [5.591, 6.034, -12.575], [4.609, 7.399, -12.683], [3.295, 5.527, -11.889], [3.752, 4.584, -13.245], [-1.377, 6.611, -12.572], [-1.643, 7.083, -14.211], [-0.695, 8.162, -13.268], [9.183, 9.011, -10.060], [7.918, 8.369, -10.158], [7.826, 7.052, -10.005], [8.744, 6.300, -9.801], [6.552, 6.699, -10.123], [6.305, 5.306, -9.948], [9.406, 9.187, -9.007], [9.080, 9.952, -10.598], [10.007, 8.462, -10.515], [5.499, 4.987, -10.601], [6.053, 5.048, -8.918], [7.177, 4.680, -10.132], [2.551, 9.808, -12.660], [2.631, 11.064, -13.335], [1.639, 11.937, -13.235], [0.742, 11.923, -12.445], [1.824, 12.817, -14.247], [0.876, 13.866, -14.348], [3.003, 10.084, -11.706], [3.202, 9.073, -13.128], [1.575, 9.340, -12.554], [1.117, 14.398, -15.272], [0.957, 14.598, -13.548], [-0.137, 13.522, -14.553], [6.130, 5.982, -16.803], [5.861, 5.778, -18.178], [6.879, 5.516, -19.007], [6.716, 5.375, -20.179], [8.004, 5.226, -18.361], [9.194, 4.924, -19.083], [5.182, 6.177, -16.311], [6.735, 6.864, -16.587], [6.660, 5.124, -16.383], [9.983, 4.669, -18.384], [9.491, 5.769, -19.700], [8.985, 4.077, -19.735], [-1.479, 6.883, -18.575], [-0.675, 7.134, -17.434], [0.129, 8.184, -17.451], [0.166, 9.046, -18.284], [0.866, 8.111, -16.347], [1.860, 9.098, -16.108], [-0.906, 6.988, -19.495], [-2.302, 7.591, -18.691], [-1.925, 5.900, -18.482], [2.354, 9.395, -17.031], [2.561, 8.639, -15.416], [1.437, 9.981, -15.625], [5.917, 9.068, -19.286], [5.079, 10.072, -19.848], [5.282, 10.328, -21.137], [5.963, 9.708, -21.912], [4.577, 11.386, -21.477], [4.801, 12.008, -22.718], [5.314, 8.546, -18.541], [6.747, 9.557, -18.779], [6.218, 8.263, -19.956], [4.518, 11.366, -23.555], [5.837, 12.297, -22.881], [4.142, 12.869, -22.795], [10.186, 12.027, -11.827], [9.692, 13.090, -11.654], [8.351, 13.274, -11.556], [8.034, 14.656, -11.517], [9.407, 15.276, -11.173], [10.343, 14.255, -11.418], [7.610, 15.035, -12.442], [7.407, 14.946, -10.675], [9.446, 15.483, -10.102], [9.552, 16.176, -11.768]],
  "atomic_forces_ev_per_a": [[0.944, -0.156, 1.694], [0.374, -0.661, -0.098], [0.547, 0.566, 1.368], [0.330, -0.623, -0.209], [-0.169, 0.196, -0.102], [-0.026, 0.223, 0.229], [-0.429, 0.805, -0.663], [-0.116, -0.010, -0.453], [-0.391, 0.174, -0.707], [0.073, -0.048, -0.091], [-0.857, 0.398, -0.336], [-0.103, -0.345, -0.214], [-0.093, -0.224, -0.364], [-1.548, 0.499, 0.057], [0.289, -1.711, 0.113], [-0.537, -0.434, -0.805], [0.654, 0.274, 1.943], [0.126, 0.450, -1.031], [-0.343, -0.420, -0.077], [-0.251, 0.424, -0.312], [-0.005, -0.299, 0.114], [0.511, 0.323, -0.331], [0.795, -0.198, 0.454], [-0.057, 0.762, -0.415], [0.270, 0.378, 0.154], [0.058, -0.023, 0.035], [-0.021, -0.150, -0.548], [0.613, -0.311, -0.245], [-0.287, -0.018, 0.515], [-0.207, -0.336, -0.369], [0.230, -0.009, 0.165], [-0.097, 0.025, 0.269], [1.194, 0.337, -1.011], [-0.031, 0.495, 0.304], [-0.475, -0.124, 0.219], [0.181, 0.018, 0.222], [-0.300, 0.011, -0.149], [0.079, 0.105, 0.011], [-0.372, -0.107, 0.232], [-0.210, 0.163, 0.235], [-0.404, -0.205, 0.249], [1.098, -0.017, -0.015], [-0.907, 0.017, -0.543], [0.252, -0.590, -0.211], [-0.029, 1.183, 1.333], [-0.354, -0.213, -0.312], [0.403, -0.710, 0.080], [-0.133, -0.279, -1.092], [-0.292, 0.239, 0.421], [-0.325, -0.375, 0.038], [-0.041, 0.336, -0.126], [0.244, 0.167, 0.101], [0.148, -0.007, -0.163], [-0.085, -0.015, 0.042], [0.143, 0.597, 0.379], [-0.045, -0.335, 0.091], [-0.174, 0.823, 0.903], [1.346, -0.687, 0.781], [-0.342, -0.523, -0.289], [-0.480, 0.368, -0.241], [0.250, -0.033, 0.774], [0.459, -0.514, -0.986], [-1.029, 0.802, 0.033], [-0.020, 0.001, 0.014], [0.074, -0.401, -0.298], [0.029, 0.186, -0.449], [-0.253, 0.382, -0.064], [-0.704, 0.033, -0.603], [0.504, 0.116, 0.273], [0.485, -0.372, -0.378], [-0.049, -0.130, 0.531], [0.512, 0.170, 0.131], [-0.707, -0.278, -0.331], [0.781, 0.404, 0.228], [0.175, 0.025, 0.035], [-0.386, -0.331, -0.115], [0.103, -0.973, 0.401], [0.050, 0.060, -0.057], [-0.017, 0.039, 0.141], [-0.251, -0.290, -0.015], [-0.121, 0.307, -0.047], [-0.272, 0.514, 0.082], [0.170, 0.344, -0.407], [0.798, 0.463, 1.226], [0.054, -0.553, -1.226], [0.019, -0.128, -0.665], [-0.255, 0.144, 0.102], [-0.065, -0.165, 0.563], [-0.110, 0.709, -1.113], [-0.420, -0.856, 0.474], [0.105, 0.433, -0.469], [-0.292, 0.618, -0.020], [0.378, -0.071, 0.085], [-0.237, -0.307, 0.333], [-0.043, -0.275, 0.721], [0.384, 0.160, 0.854], [0.224, 0.471, -0.311], [-0.327, -1.347, 0.027], [0.022, 0.485, -0.769], [0.562, 0.530, 1.415], [-0.488, -0.187, -0.930], [-0.124, -0.331, -0.200], [0.117, -0.011, -0.435], [-0.289, -0.084, 0.045], [-0.194, 0.117, 0.274], [0.020, 0.053, 0.036], [0.157, -0.006, -0.069], [-0.375, 0.625, -0.761], [-0.519, -0.860, 0.151], [0.284, 0.514, 0.334], [0.024, 0.084, -0.294], [-0.193, -0.315, 0.141], [0.125, 0.327, 0.044], [0.215, -0.283, 0.064], [0.066, 0.201, 0.401], [0.327, -0.156, 0.160], [0.051, -0.054, 0.040], [0.104, -0.027, -0.175], [-0.162, -0.010, -0.148], [-0.383, -0.874, 0.994], [0.063, -0.004, -0.405], [0.315, -0.415, -0.768], [0.352, -0.144, 0.219], [-0.832, 1.089, 0.895], [-0.117, -0.282, -1.286], [-0.019, 0.356, 0.168], [0.166, -0.138, -0.203], [0.180, 0.552, -0.505], [0.102, -0.261, 0.161], [0.065, 0.016, 0.307], [0.099, 0.102, 0.443], [0.319, -0.086, -0.137], [-0.390, 0.256, 0.572], [-0.565, -0.071, -0.271], [1.012, 0.820, 0.841], [-0.942, 0.363, 0.277], [0.314, -0.585, -0.882], [0.041, -0.403, -0.234], [-0.552, -0.677, -0.174], [0.100, 0.329, -0.118], [0.578, -0.107, 0.075]]
}

{
  "formula": "C10H12N3S",
  "method": "ωB97M-V/def2-TZVPD",
  "e_tot_ev": -25860.53008,
  "relative_energy_kj_mol": 242.53,
  "homo_ev": -11.69,
  "charge": 1,
  "homo_lumo_gap_ha": 0.2682,
  "symbols": ["C", "C", "C", "C", "C", "C", "C", "C", "C", "C", "N", "N", "N", "S", "H", "H", "H", "H", "H", "H", "H", "H", "H", "H", "H", "H"],
  "positions_angstrom": [[-0.277, -1.487, -0.296], [-4.459, 0.407, -2.456], [-3.383, 1.221, -2.721], [-4.235, -0.620, -1.565], [-2.132, 0.891, -2.274], [-3.006, -0.993, -1.166], [1.664, 0.057, 2.110], [4.858, 1.308, 2.470], [4.169, -0.074, 2.542], [-0.622, -0.520, -1.164], [0.371, -2.459, -0.006], [-1.938, -0.250, -1.523], [2.823, 0.212, 2.152], [0.092, 0.279, 1.862], [-5.399, 0.628, -2.830], [-3.501, 2.098, -3.278], [-5.078, -1.343, -1.322], [-1.336, 1.514, -2.617], [-2.863, -1.882, -0.551], [5.848, 1.157, 1.948], [4.336, 2.054, 1.899], [5.005, 1.653, 3.452], [4.562, -0.861, 1.838], [4.140, -0.466, 3.512], [0.028, 0.313, -0.908], [0.332, -2.837, 0.894]],
  "atomic_forces_ev_per_a": [[0.680, -0.985, -2.079], [1.488, 0.068, 1.331], [0.141, -0.741, 0.353], [-3.072, -2.171, -0.668], [-0.867, -0.951, 0.209], [1.142, -0.217, 0.582], [-0.453, 1.292, -0.542], [2.152, -1.685, -1.425], [-0.134, 0.985, -2.409], [0.930, -0.021, 2.028], [-0.861, 0.302, -1.066], [-0.271, 1.756, -1.131], [-0.480, -1.524, 0.315], [-0.016, -0.218, 0.766], [-1.694, 0.273, -0.614], [-0.046, 1.100, -0.878], [1.123, 1.210, -0.129], [0.917, -0.201, 0.460], [0.290, 0.401, -0.160], [-0.820, 0.413, 0.824], [-0.502, -0.010, -0.212], [0.384, 0.659, 1.169], [-0.184, 0.977, 0.671], [0.161, -0.581, 1.443], [-0.346, 0.483, -0.794], [0.337, -0.613, 1.957]]
}